No. 1
The following is a DFT calculation (ωB97M-V/def2-TZVPD) of a molecular structure, C28H47Cl3N2O3PSiY.

The LUMO energy (alpha / beta) comes out at 0.013 / 0.013 Ha. For the energy above the lowest of the compared OMol25 structures with the same formula, charge and spin, the calculation gives 1037.0 kJ/mol.

Cartesian coordinates (Å):
C1 2.5327 -0.0815 -5.3717
C2 2.5087 -0.6366 -3.9538
H1 3.2950 -0.7220 -5.8512
H2 2.8536 0.9638 -5.4611
H3 1.5680 -0.2094 -5.8894
C3 3.6589 -1.2736 -3.5323
C4 4.9946 -1.1146 -4.1843
H4 3.6279 -2.1347 -2.8475
H5 5.3158 -0.0738 -4.1218
H6 5.1567 -1.4822 -5.2071
H7 5.6592 -1.6757 -3.5316
Y1 -0.3347 1.4815 2.1240
Cl1 -2.8362 0.7377 0.8276
Cl2 -1.2396 3.8056 2.3707
C5 -0.5509 -1.6898 1.8942
O1 -0.2813 -0.6275 2.5459
N1 -0.2533 -2.8876 2.3817
C6 0.7174 -3.0378 3.4597
C7 -0.9578 -4.1212 2.0126
H8 -1.1022 -1.6550 0.9551
H9 1.2154 -2.0804 3.6003
H10 1.4592 -3.7894 3.1766
H11 0.1764 -3.2794 4.3808
H12 -1.5578 -3.8512 1.1352
H13 -1.6324 -4.4611 2.8135
H14 -0.2449 -4.9179 1.7370
H15 2.7728 1.5955 -1.3939
H16 4.8637 -0.5924 -0.3355
C8 3.4896 1.9273 -0.6015
C9 4.8593 0.1709 0.4631
N2 3.6260 0.9378 0.4640
H17 3.1773 2.9109 -0.1966
C10 2.8102 0.6971 1.4704
O2 1.9072 1.5340 1.7797
H18 4.8645 -0.3408 1.4557
H19 3.0483 -0.2074 2.0645
H20 4.4991 2.0259 -1.0703
H21 5.7302 0.8373 0.3543
O3 0.3857 0.4696 -2.8769
C11 1.1222 -0.7797 -3.2402
C12 2.1429 -1.4340 -0.9967
C13 1.2727 -1.7185 -2.0299
H22 2.6523 -0.4833 -1.0021
C14 2.4439 -2.3866 -0.0073
H23 0.6078 -1.4881 -3.9048
C15 0.5518 -2.9062 -2.0471
H24 3.1806 -2.2265 0.7933
C16 1.7780 -3.6328 -0.0905
C17 0.7810 -3.8749 -1.0692
H25 -0.0948 -3.1237 -2.8908
H26 2.0210 -4.4333 0.6317
H27 0.2382 -4.8316 -1.0959
Si1 -0.5696 2.0567 -3.0920
Cl3 -0.0809 0.7260 -0.0031
C18 -0.4243 3.9457 -2.3139
C19 -2.4986 1.8688 -2.6948
C20 -0.0445 2.0455 -4.8208
H28 -0.3314 3.9880 -1.2039
H29 -1.2760 4.6249 -2.5471
H30 0.4475 4.4869 -2.7048
H31 0.9607 2.4848 -4.8021
H32 -0.6398 2.6125 -5.5368
H33 0.0364 1.0325 -5.2406
H34 -2.7451 0.7819 -2.7978
H35 -3.2708 2.4273 -3.3081
H36 -2.7328 2.1070 -1.6541
C21 -5.2823 -0.8187 2.0699
P1 -4.4487 0.7525 2.0716
C22 -5.3393 2.0917 1.3123
C23 -3.9312 1.3582 3.6959
C24 -4.6662 2.2655 4.5295
C25 -4.1215 2.6948 5.7573
C26 -2.9185 2.1319 6.2611
C27 -2.2844 1.1148 5.5146
C28 -2.8399 0.6724 4.2954
H37 -4.9126 -1.5115 2.8462
H38 -5.1851 -1.2986 1.0805
H39 -6.3615 -0.6631 2.2775
H40 -6.3104 2.0431 1.8037
H41 -4.8386 3.0547 1.5018
H42 -5.4454 1.9673 0.2319
H43 -5.6124 2.7034 4.1810
H44 -4.5964 3.5016 6.3358
H45 -2.5187 2.4118 7.2448
H46 -1.3340 0.6851 5.8631
H47 -2.3636 -0.1777 3.7555

Forces on atoms 1 to 2 (eV/Å):
C 0.5 -0.2 0.2
C 0.6 -0.6 0.8

No. 2
The following is a DFT calculation (ωB97M-V/def2-TZVPD) of a molecular structure, C28H47CoNO2P2.

The LUMO energy (alpha / beta) comes out at -0.087 / -0.189 Ha. As for the spin multiplicity: 5. For the energy above the lowest of the compared OMol25 structures with the same formula, charge and spin, the calculation gives 307.2 kJ/mol. The total charge is +1.

Cartesian coordinates (Å):
Co1 -0.0716 -0.3037 -2.1159
C1 -0.4272 -2.5839 1.7833
C2 0.9369 -2.9040 1.5299
C3 0.8976 -1.2740 3.1478
C4 -0.4364 -1.5766 2.8093
C5 1.7675 -2.0168 2.2628
C6 -1.6356 -3.2726 1.2442
H1 -1.4140 -3.8313 0.2979
H2 -2.4823 -2.5628 1.0713
H3 -1.9926 -3.9847 2.0044
C7 -1.6065 -0.8285 3.3196
H4 -2.5414 -1.2297 2.9065
H5 -1.5116 0.2418 3.0574
H6 -1.6265 -0.9175 4.4147
C8 1.3155 -0.4049 4.2592
H7 1.1494 -0.8836 5.2576
H8 0.7384 0.5186 4.2433
H9 2.3853 -0.2133 4.1443
C9 3.2606 -1.8881 2.2006
H10 3.6709 -2.5085 3.0151
H11 3.6227 -0.8488 2.3599
H12 3.7163 -2.2603 1.2542
C10 1.4694 -3.7722 0.4278
H13 1.7237 -4.7390 0.9228
H14 2.3820 -3.3280 -0.0346
H15 0.7454 -3.9891 -0.3837
C11 -1.5229 0.1753 -4.1405
C12 -1.7465 -1.1576 -4.2549
C13 -0.8100 -2.1713 -4.8208
C14 0.7058 -1.8988 -4.5930
C15 1.0844 -1.1977 -3.2565
C16 1.3243 0.2749 -3.1838
C17 0.8498 1.1669 -4.2463
C18 -0.5292 0.9339 -4.9652
H16 -0.9558 -2.3061 -5.9073
H17 1.1147 -1.3286 -5.4601
H18 -1.0680 -3.1155 -4.2978
H19 -0.3425 0.5113 -5.9897
H20 -2.3759 0.7498 -3.7354
H21 -2.7959 -1.5439 -4.1840
H22 -0.9420 1.9347 -5.1489
H23 0.8865 2.1783 -3.8412
H24 2.3413 0.5216 -2.8513
H25 1.5609 1.0519 -5.0741
H26 1.1977 -2.9029 -4.5678
H27 1.8200 -1.7895 -2.6452
P1 -1.2852 0.1543 0.1113
P2 1.7246 0.7197 0.0480
C19 -0.7132 1.5629 -1.1049
C20 0.7572 2.0728 -0.8346
H28 -1.3722 2.3732 -0.7828
H29 -0.8826 1.2991 -2.1799
H30 1.3018 2.2937 -1.7881
H31 0.7528 2.9148 -0.1183
C21 1.8813 1.6404 1.6151
H32 2.6129 1.1145 2.2381
H33 0.9089 1.7901 2.0920
H34 2.2934 2.6122 1.2641
C22 3.4877 0.7181 -0.3516
H35 3.7703 1.7107 -0.7456
H36 3.7102 -0.0984 -1.0527
H37 4.0663 0.5476 0.5861
C23 -3.0635 0.3341 0.2239
H38 -3.3189 -0.4188 0.9958
H39 -3.5897 0.1125 -0.7188
H40 -3.2559 1.3497 0.5890
C24 -1.4482 -1.4546 -1.0352
H41 -0.5272 -2.0520 -0.8257
H42 -1.7008 -1.3217 -2.1283
H43 -2.3253 -2.0120 -0.6162
O1 -2.3242 3.3330 0.8816
C25 -1.8941 3.4210 2.0391
C26 -2.0042 4.7053 2.8431
C27 -1.5170 4.3223 4.2020
C28 -0.8801 2.9393 3.9775
O2 -0.2308 2.3467 4.8409
N1 -1.2027 2.4517 2.7210
H44 -1.3696 5.4856 2.4071
H45 -3.0371 5.0473 2.8939
H46 -0.7941 5.0392 4.5888
H47 -2.3636 4.2204 4.8880

Forces on atoms 1 to 2 (eV/Å):
Co -1.6 -0.2 1.4
C 0.2 -0.1 0.9

No. 3
The following is a DFT calculation (ωB97M-V/def2-TZVPD) of a molecular structure, C28H47F3N4O4S2Sb2W.

The LUMO energy (alpha / beta) comes out at -0.238 / -0.238 Ha. For the energy above the lowest of the compared OMol25 structures with the same formula, charge and spin, the calculation gives 170.9 kJ/mol. The total charge is +2.

Cartesian coordinates (Å):
W1 -0.1306 0.4112 -0.8918
C1 3.8312 -0.2115 0.2742
Sb1 1.8774 -0.4465 1.0893
C2 1.9550 -2.4789 1.6776
C3 2.1616 0.5518 2.9786
C4 3.1365 1.6874 2.8862
C5 4.4688 1.4651 3.2335
C6 5.4103 2.4788 3.1790
C7 5.0228 3.7521 2.7902
C8 3.6989 3.9914 2.4629
C9 2.7438 2.9740 2.4943
C10 1.3233 3.3058 2.1491
Sb2 0.8625 3.0258 0.0625
C11 2.5662 3.9972 -0.7794
C12 -0.5766 4.5759 -0.2251
H1 4.5756 -0.4043 1.0437
H2 3.9568 0.8099 -0.0827
H3 3.9785 -0.9199 -0.5402
H4 2.8856 -2.6449 2.2202
H5 1.9229 -3.1231 0.8030
H6 1.1100 -2.7095 2.3229
H7 2.5620 -0.2363 3.6180
H8 1.1917 0.8387 3.3782
H9 4.7664 0.4788 3.5728
H10 6.4356 2.2808 3.4611
H11 5.7409 4.5607 2.7670
H12 3.3878 4.9968 2.2011
H13 1.1316 4.3671 2.3115
H14 0.5913 2.7465 2.7286
H15 2.7056 4.9466 -0.2638
H16 2.3830 4.2231 -1.8294
H17 3.4695 3.4032 -0.6510
H18 -0.3216 5.1322 -1.1260
H19 -0.5581 5.2572 0.6237
H20 -1.5645 4.1408 -0.3395
F1 -0.5708 3.4352 -3.6889
C13 -1.6887 2.6715 -3.7296
F2 -2.7370 3.4234 -3.4439
F3 -1.8096 2.1478 -4.9392
C14 -1.4298 1.5995 -2.6554
O1 -1.5466 1.9128 -1.4530
O2 -0.6176 0.6901 -2.9141
C15 -3.8199 -6.6932 1.1019
N1 -3.0521 -5.4496 1.0643
C16 -2.2837 -4.9556 0.0819
S1 -1.1309 -3.7556 0.4569
N2 -2.3925 -5.3817 -1.1874
C17 -3.4517 -6.1560 -1.8267
H21 -4.2271 -6.7916 2.1042
H22 -3.1877 -7.5595 0.9054
H23 -4.6546 -6.6853 0.4095
H24 -2.8250 -5.0447 1.9569
H25 -1.7351 -4.9241 -1.7948
H26 -4.4300 -5.7030 -1.6675
H27 -3.4702 -7.1891 -1.4919
H28 -3.2528 -6.1592 -2.8950
S2 0.8475 -1.8130 -1.7677
C18 1.8441 -0.8008 -2.6853
N3 2.5009 -1.1863 -3.8092
C19 3.2379 -0.3264 -4.5429
C20 3.2995 0.9799 -4.1534
C21 2.5881 1.3478 -3.0083
N4 1.9206 0.4866 -2.2650
H29 2.4039 -2.1487 -4.1108
H30 3.7278 -0.7328 -5.4168
H31 3.8631 1.7029 -4.7221
H32 2.5696 2.3742 -2.6681
C22 -4.0302 -0.0578 -0.8313
C23 -2.9297 -1.0724 -1.0954
C24 -2.8529 -1.4769 -2.5568
O3 -1.6527 -0.6411 -0.5881
H33 -4.9793 -0.4561 -1.1920
H34 -3.8461 0.8867 -1.3421
H35 -4.1388 0.1350 0.2361
H36 -3.1250 -1.9704 -0.5035
H37 -2.8317 -0.6138 -3.2234
H38 -3.7293 -2.0701 -2.8189
H39 -1.9626 -2.0829 -2.7310
C25 -2.6218 1.4267 3.0109
C26 -2.6026 -0.1006 2.9451
C27 -1.2748 -0.3967 2.2686
O4 -0.9424 0.7969 1.4911
C28 -1.9663 1.8026 1.6981
H40 -2.0282 1.7886 3.8528
H41 -3.6249 1.8398 3.0994
H42 -3.4275 -0.4681 2.3334
H43 -2.6739 -0.5711 3.9235
H44 -1.3207 -1.2512 1.5958
H45 -0.4738 -0.5364 2.9989
H46 -2.6713 1.7701 0.8654
H47 -1.4850 2.7797 1.7196

Forces on atoms 1 to 2 (eV/Å):
W 1.4 -0.5 1.9
C -0.1 0.0 0.1

No. 4
The following is a DFT calculation (ωB97M-V/def2-TZVPD) of a molecular structure, C28H47N11O3PSYb.

The LUMO energy (alpha / beta) comes out at -0.175 / -0.232 Ha. As for the spin multiplicity: 2. For the energy above the lowest of the compared OMol25 structures with the same formula, charge and spin, the calculation gives 96.2 kJ/mol. The total charge is +2.

Cartesian coordinates (Å):
Yb1 -0.1580 0.1037 1.6712
C1 -4.6864 -1.5256 2.1940
N1 -4.4787 -0.1741 2.7463
C2 -5.6679 0.5958 3.0632
C3 -3.2742 0.3625 2.8132
N2 -2.1936 -0.3418 2.6624
N3 -3.2129 1.7711 2.9776
C4 -2.1470 2.5518 2.6796
N4 -2.2596 3.7693 3.3764
N5 -1.2582 2.2709 1.8031
H1 -5.7056 -1.5795 1.8965
H2 -4.5293 -2.2344 2.9931
H3 -4.0291 -1.8016 1.3649
H4 -6.4593 -0.1321 3.4462
H5 -6.0922 0.9588 2.1046
H6 -5.4740 1.3000 3.8071
H7 -2.3809 -1.3429 2.6593
H8 -4.0834 2.2083 3.2187
H9 -2.5821 3.6728 4.3627
H10 -1.3500 4.2798 3.3512
H11 -0.6276 3.0354 1.5804
O1 -0.1566 -0.5514 -0.5347
P1 -0.3126 -0.2383 -1.9893
N6 -1.0152 -1.4999 -2.8200
C5 -1.8370 -2.6343 -2.3973
C6 -1.7792 -3.7164 -3.4916
C7 -1.2416 -2.9681 -4.7144
C8 -0.8573 -1.5564 -4.2821
N7 -1.3796 1.0721 -2.3329
C9 -0.9938 2.5571 -2.2048
C10 -2.3272 3.2476 -1.7610
C11 -3.4177 2.4050 -2.3995
C12 -2.8556 0.9738 -2.3662
N8 1.1024 0.0612 -2.7515
C13 1.5678 1.2015 -3.5798
C14 3.0879 1.0055 -3.7334
C15 3.5323 -0.2875 -2.8406
C16 2.2375 -0.7598 -2.1640
H12 -2.8080 -2.2039 -2.2660
H13 -1.4932 -2.9899 -1.3970
H14 -2.6552 -4.2424 -3.7238
H15 -1.0623 -4.4269 -3.1781
H16 -2.0802 -2.9130 -5.4678
H17 -0.4603 -3.4586 -5.3221
H18 -1.4900 -0.7594 -4.7574
H19 0.0652 -1.1254 -4.6731
H20 -0.6484 2.8962 -3.2042
H21 -0.1864 2.6278 -1.4257
H22 -2.4440 4.3088 -1.9973
H23 -2.3507 3.2724 -0.6528
H24 -3.7073 2.7669 -3.4069
H25 -4.3814 2.4715 -1.8451
H26 -3.1747 0.3187 -3.1834
H27 -3.1678 0.5434 -1.3639
H28 1.3745 2.0709 -3.0016
H29 1.0488 1.3438 -4.5429
H30 3.5957 1.9363 -3.3468
H31 3.4206 0.9794 -4.7954
H32 4.2563 -0.0472 -2.1245
H33 3.9791 -1.0567 -3.5105
H34 2.2703 -0.5312 -1.1115
H35 2.0712 -1.8361 -2.3049
C17 3.3593 -2.8200 2.3662
N9 2.4388 -3.2600 1.3673
C18 2.9617 -3.8714 0.1100
C19 1.7152 -4.6039 -0.4037
N10 0.7206 -4.3582 0.5837
C20 1.0689 -3.5258 1.5341
S1 0.0349 -2.7690 2.6421
H36 2.7291 -2.5750 3.2633
H37 3.8921 -1.8994 2.0295
H38 4.0821 -3.5991 2.6985
H39 3.7884 -4.4881 0.4168
H40 3.4773 -3.1004 -0.5818
H41 1.9186 -5.6792 -0.5082
H42 1.3826 -4.3371 -1.4632
H43 -0.2574 -4.6682 0.5252
O2 1.1503 0.7419 3.5382
C21 2.1903 1.0867 2.9349
N11 2.3883 0.8387 1.6119
C22 3.5238 1.5411 1.2255
O3 3.9027 1.5486 0.0421
C23 4.0461 2.3687 2.4119
C24 4.9333 3.4180 2.4683
C25 4.9728 4.1059 3.6761
C26 4.1818 3.7472 4.7819
C27 3.3706 2.6088 4.7403
C28 3.2657 1.9809 3.5231
H44 5.5680 3.7996 1.6746
H45 5.6192 4.9755 3.7889
H46 4.1859 4.4726 5.6168
H47 2.7129 2.3153 5.5793

Forces on atoms 1 to 2 (eV/Å):
Yb 1.4 -0.5 -0.1
C 0.7 0.2 0.9

No. 5
The following is a DFT calculation (ωB97M-V/def2-TZVPD) of a molecular structure, C28H48AlCl2F4LiN2O10PSSiV.

The LUMO energy comes out at -0.197 Ha.

Cartesian coordinates (Å):
C1 3.8416 -1.4793 1.4120
C2 3.5818 -2.7754 0.5990
C3 3.4412 -2.5134 -0.8973
O1 2.2657 -3.0753 -1.4781
C4 1.8947 -2.3675 -2.6773
C5 0.9476 -1.2686 -2.2266
C6 1.4423 -0.0060 -2.1491
C7 0.6171 1.0340 -1.7258
P1 1.3276 2.7517 -1.6899
N1 2.6747 2.5507 -2.7441
O2 1.9544 3.0209 -0.1741
C8 -0.6754 0.7425 -1.3991
C9 -1.6060 1.8553 -0.9857
C10 -1.3823 2.3166 0.4813
O3 -0.8542 3.6394 0.4280
Si1 -0.7880 4.4121 1.9270
C11 0.4501 5.8335 1.7326
C12 -0.1616 3.3021 3.3321
C13 -2.4205 5.2224 2.3995
N2 -1.1169 -0.5438 -1.4696
O4 -2.4547 -0.7190 -1.1259
C14 -2.7136 -0.7166 0.3160
C15 -4.0079 0.1403 0.7225
C16 -4.2589 0.0213 2.2462
C17 -0.3648 -1.5776 -1.8922
C18 -0.7276 -3.0326 -2.0842
C19 -2.0253 -3.6514 -1.5779
C20 -1.6810 -5.1465 -1.2316
C21 -1.0679 -5.3117 0.1498
C22 -0.4689 -4.3077 0.8419
C23 0.1152 -4.4987 2.0565
C24 0.0802 -5.7368 2.6436
C25 -0.5512 -6.7476 1.9709
C26 -1.1012 -6.5562 0.7487
H1 4.3582 -1.6950 2.3489
H2 4.4473 -0.7608 0.8496
H3 2.8757 -1.0209 1.6578
H4 2.7020 -3.2489 1.0457
H5 4.4286 -3.4327 0.8122
H6 3.5242 -1.4306 -1.0625
H7 4.3060 -3.0050 -1.3853
H8 1.4080 -3.1046 -3.3121
H9 2.8071 -1.9583 -3.1194
H10 2.4719 0.1831 -2.4218
H11 3.1717 3.4377 -2.7877
H12 3.3550 1.9055 -2.3299
H13 1.8521 2.2272 0.3753
H14 -1.5130 2.7016 -1.6661
H15 -2.6422 1.5118 -1.0548
H16 -2.3319 2.3589 1.0303
H17 -0.7037 1.6343 1.0140
H18 0.5928 6.0415 0.6696
H19 0.0524 6.7159 2.2446
H20 1.3824 5.5616 2.2346
H21 -0.9804 3.1445 4.0415
H22 0.2646 2.3629 2.9738
H23 0.5897 3.8892 3.8683
H24 -2.6890 6.0240 1.7016
H25 -2.2256 5.6853 3.3753
H26 -3.2331 4.5033 2.5469
H27 -1.9015 -0.2370 0.8769
H28 -2.8001 -1.8451 0.7216
H29 -4.8916 -0.2411 0.1368
H30 -3.8245 1.2060 0.5738
H31 -4.6381 0.9630 2.6552
H32 -4.8653 -0.8225 2.5039
H33 -3.2731 -0.1532 2.7143
H34 0.0850 -3.6216 -1.6501
H35 -0.6460 -3.2103 -3.1647
H36 -2.4649 -3.2031 -0.6926
H37 -2.7799 -3.7150 -2.3652
H38 -2.6136 -5.7137 -1.2716
H39 -0.9685 -5.5002 -1.9863
H40 -0.4264 -3.2936 0.4535
H41 0.5999 -3.6539 2.5352
H42 0.5312 -5.8501 3.6236
H43 -0.6111 -7.7274 2.4379
H44 -1.5781 -7.4090 0.2735
Cl1 -4.8346 -0.3464 -1.8264
Cl2 -3.4608 -3.0338 1.8368
O5 3.7227 -6.4035 -3.8756
V1 4.5792 -6.0760 -2.4571
O6 5.4061 -5.7283 -1.0424
C27 -4.2495 10.1500 0.2186
C28 -4.0800 8.9382 -0.6743
O7 -3.7597 7.8698 0.2254
S1 -4.5058 8.1130 1.6263
O8 -5.6973 7.3507 1.6399
O9 -3.5462 8.0468 2.6629
O10 -4.9014 9.6511 1.3927
H45 -3.2838 10.5662 0.5136
H46 -4.8513 10.9268 -0.2461
H47 -3.2899 9.0661 -1.4093
H48 -5.0129 8.6861 -1.1835
F1 10.3376 -6.2085 -3.6278
Al1 9.3700 -6.2757 -2.1568
F2 7.7831 -6.6137 -2.6733
F3 9.4563 -4.8073 -1.3544
F4 9.9440 -7.5243 -1.1895
Li1 9.4636 -7.3623 -4.9054

Forces on atoms 1 to 2 (eV/Å):
C -0.4 -0.2 -0.3
C 0.3 0.4 1.0